Record 1
121
Properties=species:S:1:pos:R:3:forces:R:3:mulliken_charge:R:1 method="wB97M-V/def2-TZVPD" lumo_energy_ev=-7.74 relative_energy_kcal_mol=171.6 homo_ev=-8.820 total_charge=+1
C 6.2216 -3.3072 -0.0532 -0.5 1.7 -0.1 -1.1140
C 5.6511 -2.2575 -1.1739 -0.7 -1.6 0.5 0.2083
C 4.3015 -2.9240 -1.7611 -0.5 0.1 0.7 -0.8105
C 3.3148 -1.8925 -2.5105 -0.2 -1.0 -0.9 0.2621
C 4.0406 -0.8559 -3.5077 0.7 0.1 0.2 -0.9187
C 4.5171 0.5254 -2.8314 0.1 0.7 -0.7 0.0353
C 3.3965 1.6865 -2.7932 0.1 -0.2 0.4 -0.7910
C 2.0235 1.2807 -2.0244 0.0 1.0 -0.5 -0.0450
C 1.0090 0.7235 -3.1437 -1.4 0.8 -0.2 -0.0959
C -0.4692 0.4040 -2.6104 -0.7 -1.0 0.7 -0.2242
C -0.6129 -0.8672 -1.6395 -5.1 2.0 -0.6 -0.1468
C -2.1041 -1.1621 -1.1847 2.1 2.9 -2.8 -0.6203
C -3.2130 -0.1750 -1.7610 1.9 -2.1 1.1 0.3258
C -4.7675 -0.3394 -1.4351 -1.1 2.7 -1.9 0.3517
O -5.5801 0.6493 -1.7431 3.3 -4.9 0.6 -0.8519
N -5.3688 -1.5608 -0.8539 0.2 1.0 -3.2 -0.2142
C -5.8847 -2.4724 -1.9207 -4.0 -4.1 0.2 0.5854
O -6.7730 -3.3386 -1.6904 5.4 5.4 -0.7 -0.4235
F -5.4047 -2.3612 -3.2554 -0.2 0.5 3.5 -0.1865
N -2.7622 0.9081 -2.6145 -1.9 -1.8 1.8 0.5096
N -1.5427 1.2216 -3.0502 2.6 -3.0 2.0 -0.9670
H 7.0176 -2.7224 0.5418 -0.9 -1.4 -0.9 0.3249
H 6.6078 -4.2778 -0.5173 -0.5 1.4 0.8 0.3247
H 5.3322 -3.4722 0.6762 1.6 -0.1 -1.2 0.2782
H 5.3964 -1.2999 -0.5787 0.4 -1.4 -1.3 -0.1371
H 6.3814 -2.0860 -2.0380 -0.9 0.0 1.4 0.2828
H 4.5002 -3.8679 -2.4077 0.0 1.9 1.0 0.2062
H 3.7189 -3.3233 -0.8358 0.9 0.6 -1.5 0.3418
H 2.6426 -1.4140 -1.7147 1.0 -0.3 -1.1 -0.2560
H 2.6111 -2.5410 -3.1750 1.0 1.0 1.1 0.1960
H 4.9746 -1.4034 -3.9417 -1.8 1.1 0.9 0.4796
H 3.3924 -0.5900 -4.4358 1.0 -0.5 1.6 0.4627
H 5.3810 0.9320 -3.4962 -1.4 -0.6 1.2 0.4242
H 4.9556 0.4251 -1.7745 -0.8 -0.2 -1.7 -0.4736
H 3.8287 2.6149 -2.2600 -0.6 -1.4 -0.8 0.2615
H 3.1178 2.0318 -3.8644 0.5 -0.6 1.7 0.3878
H 1.5995 2.2765 -1.5966 0.4 -1.7 -0.8 0.3259
H 2.1723 0.5927 -1.1221 -0.1 0.7 -1.5 0.0157
H 0.8986 1.5708 -3.9306 0.1 -1.5 1.3 0.3715
H 1.3756 -0.2044 -3.7062 -0.4 1.2 1.1 0.0998
H 0.2800 -1.5082 -1.3255 -1.5 1.1 -0.6 0.3869
H -2.3706 -2.0506 -0.5151 0.3 1.6 -1.1 0.4172
H -6.2388 -1.2266 -0.3767 0.8 -0.6 -0.3 0.4691
H -3.5295 1.5416 -2.9390 1.1 -0.7 -0.1 0.3676
C 5.5696 2.0108 1.1269 1.2 -0.4 0.0 0.1689
Cl 6.7249 1.3525 -0.0436 -0.3 0.3 0.4 -0.0470
Cl 4.0025 1.1909 0.9307 -0.2 0.0 0.0 -0.0468
Cl 6.1743 1.7447 2.7788 -0.3 0.2 -0.4 0.1413
Cl 5.3674 3.7568 0.8413 0.1 -0.2 -0.4 -0.0665
C -3.9331 6.1807 -4.2838 -0.1 -0.2 -0.1 0.0739
O -2.7688 5.8807 -4.4758 -0.3 -0.3 0.2 -0.5796
N -4.9579 5.2927 -4.1131 0.5 0.5 0.1 0.1111
C -6.3265 5.7229 -3.8864 -0.1 -0.3 0.0 -0.8693
C -4.6677 3.8774 -4.1603 -0.1 0.3 -0.3 -0.9335
H -4.2580 7.2318 -4.2309 -0.1 -0.1 0.0 0.3014
H -6.6690 5.3320 -2.9246 -0.2 0.1 -0.1 0.3538
H -6.9601 5.3307 -4.6856 -0.1 0.1 0.2 0.3005
H -6.3979 6.8115 -3.8755 0.1 -0.1 0.0 0.3064
H -3.9385 3.6370 -3.3779 0.3 -0.1 0.1 0.0630
H -4.2320 3.6336 -5.1325 0.1 -0.2 0.2 0.3215
H -5.5776 3.2927 -4.0087 0.0 0.2 -0.1 0.5637
C 8.7032 1.8267 5.5570 0.4 -0.1 0.0 -0.7774
C 8.7647 0.3207 5.7704 -0.2 0.0 -0.1 -0.4349
C 7.5239 -0.2411 6.4665 0.1 -0.2 0.1 -0.4723
C 7.2717 0.2867 7.8821 0.0 0.3 0.0 -0.6219
C 8.4142 0.0665 8.8755 -0.2 -0.1 0.0 -0.3715
C 8.7225 -1.4031 9.1242 0.2 0.0 0.1 -1.1904
H 8.6594 2.3687 6.5029 -0.2 0.1 -0.2 0.3090
H 9.5946 2.1661 5.0212 -0.1 0.1 0.0 0.3979
H 7.8279 2.0992 4.9595 0.0 0.1 0.2 -0.1255
H 9.6683 0.0657 6.3325 -0.1 0.0 0.0 0.2725
H 8.8639 -0.1663 4.7937 0.0 -0.1 0.0 0.3427
H 7.6012 -1.3338 6.4933 0.0 0.0 0.0 0.3513
H 6.6417 -0.0178 5.8533 0.0 0.0 0.0 0.1618
H 6.3651 -0.1921 8.2714 0.1 0.0 0.0 0.3843
H 7.0482 1.3582 7.8363 0.0 -0.1 -0.1 0.2294
H 8.1351 0.5292 9.8284 0.0 0.0 -0.1 0.3726
H 9.3193 0.5803 8.5381 -0.1 0.0 0.0 0.2402
H 7.8395 -1.9288 9.5018 0.1 0.0 -0.1 0.2868
H 9.5162 -1.5003 9.8705 -0.1 -0.1 -0.1 0.3812
H 9.0609 -1.9051 8.2151 0.0 0.0 0.0 0.2778
C 3.8072 6.7926 3.7418 -0.1 0.9 0.3 0.3243
Cl 3.8291 7.6349 2.1776 0.0 -0.3 0.3 -0.0725
Cl 4.5825 7.8055 4.9731 -0.2 -0.5 -0.4 -0.0497
Cl 2.1257 6.4611 4.2152 0.2 -0.1 -0.1 -0.1048
Cl 4.6938 5.2539 3.5972 0.2 0.3 0.4 -0.0220
O 6.6836 3.8749 6.3633 0.0 -0.4 0.5 -0.5867
H 6.3126 4.2505 5.5730 -0.2 0.4 -0.7 0.1298
Na -5.0008 2.2784 -0.8644 -0.3 2.3 1.0 0.9608
C 3.3926 -5.1732 -5.6558 0.6 0.7 0.3 -0.9539
C 4.3859 -4.1167 -5.2648 2.2 2.2 0.8 0.4678
N 5.1722 -3.2819 -4.9556 -2.9 -3.5 -1.3 -0.4645
H 2.3872 -4.7486 -5.6752 0.1 0.0 0.0 0.2797
H 3.6345 -5.5613 -6.6467 0.0 0.1 0.1 0.3330
H 3.4197 -5.9928 -4.9355 0.1 0.1 0.0 0.2902
C -8.3563 -5.2970 -2.5735 -0.2 0.1 -0.4 -0.4489
O -8.6419 -6.3987 -1.7128 0.1 -0.5 -0.1 -0.3092
C -8.1444 -7.5737 -2.1373 -0.1 0.0 0.1 0.7679
O -7.5041 -7.7503 -3.1471 -0.3 0.1 0.5 -0.5400
O -8.4840 -8.5178 -1.2417 0.1 0.5 -0.3 -0.3116
C -8.0188 -9.8268 -1.5659 0.1 -0.5 0.0 -0.6207
H -8.8034 -4.4050 -2.1350 0.0 -0.4 0.1 0.1587
H -7.2813 -5.1404 -2.6529 -0.3 -0.3 -0.2 0.2365
H -8.7983 -5.4548 -3.5607 0.1 -0.1 0.1 0.3367
H -6.9271 -9.8495 -1.6049 -0.1 0.0 -0.2 0.2836
H -8.4466 -10.1644 -2.5128 0.2 0.1 0.0 0.2913
H -8.3498 -10.5038 -0.7772 -0.1 0.3 0.0 0.2225
B -10.9014 2.5304 1.0173 -0.8 -0.2 0.6 1.1297
O -11.6661 3.4452 1.8769 0.3 -0.7 0.0 -0.4859
C -12.0769 2.7395 2.9358 -1.4 2.9 0.9 0.5816
O -12.7332 3.1919 3.8408 0.5 -0.5 -0.6 -0.5751
C -11.6072 1.3590 2.8166 0.6 -3.2 0.4 0.5761
O -11.8064 0.4683 3.6055 0.1 0.7 -0.5 -0.5897
O -10.9090 1.2200 1.6847 -0.1 0.5 0.1 -0.4761
O -11.5012 2.4425 -0.3244 1.1 0.4 -0.3 -0.5092
C -10.5720 2.8349 -1.1947 -3.0 -0.7 -1.9 0.6047
O -10.7343 2.8839 -2.3911 0.5 0.1 0.7 -0.6038
C -9.3457 3.1897 -0.4776 2.2 0.7 1.9 0.5832
O -8.3137 3.5843 -0.9780 0.3 -0.3 -0.1 -0.6658
O -9.5219 3.0159 0.8276 0.3 0.1 -1.2 -0.5586
Na 3.2881 3.3573 2.4582 -0.4 0.0 0.3 0.7879



Record 2
110
Properties=species:S:1:pos:R:3:forces:R:3:mulliken_charge:R:1 method="wB97M-V/def2-TZVPD" lumo_energy_ev=1.45 homo_ev=-4.273 total_charge=-1
C 6.1863 1.6411 4.0747 0.8 0.2 0.8 -0.5268
C 5.0144 0.9737 5.0056 0.2 0.6 0.6 -0.3580
C 3.6823 0.4670 4.1981 1.4 -1.2 1.1 -0.5248
Br 2.1286 1.6083 4.8656 0.4 -0.7 -0.2 -0.2996
In 3.7388 0.7450 1.9538 0.3 0.4 0.3 0.7934
S 5.8209 -0.0541 0.8314 0.5 -1.1 0.7 -0.5244
N 2.0957 -0.4513 1.1641 0.4 -1.5 -9.3 -0.6413
C 2.2453 -0.5886 -0.1988 0.7 2.1 1.6 0.5132
O 2.1979 -0.7369 -1.5260 7.5 7.1 11.8 -0.3866
C 3.2058 2.9238 1.5147 -1.1 -0.5 1.5 -0.5144
Br 4.2539 3.4556 -0.1040 -0.5 0.2 0.7 -0.2664
C 1.5771 2.9636 1.2818 -0.1 0.8 0.1 -0.0176
C 0.8139 4.1918 2.0794 -0.9 -0.5 -0.4 -0.8800
H 7.0067 2.0669 4.8304 -1.7 -0.8 -1.5 0.2863
H 6.7704 0.8590 3.4032 -1.8 1.9 1.3 0.0062
H 5.8112 2.5841 3.4659 0.6 -2.1 1.1 0.1139
H 4.6862 1.8124 5.7866 0.7 -1.9 -1.6 0.2169
H 5.4789 0.0906 5.6526 -0.9 1.8 -1.5 0.1927
H 3.4874 -0.6627 4.4924 0.0 2.5 -0.4 0.3638
H 6.3013 -1.1388 1.6214 -0.9 1.4 -0.8 0.0811
H 3.5558 3.5310 2.4763 -0.8 -0.9 -2.4 0.3298
H 1.3238 3.0926 0.1386 0.7 -0.5 2.2 0.2721
H 1.1175 1.9531 1.6779 0.9 2.0 -1.0 0.1194
H 0.3852 3.7504 3.0877 1.1 1.2 -1.9 0.1837
H 1.4791 5.1473 2.2319 -1.2 -2.0 -0.2 0.2460
H -0.1388 4.5078 1.4373 2.0 -0.6 1.4 0.2235
C -0.6659 -4.0034 -1.5448 1.1 0.6 0.4 -0.3362
C 0.2715 -2.8145 -1.6800 3.7 4.5 -0.2 0.3096
N 1.0491 -1.8283 -1.7921 -13.7 -13.1 -4.2 -0.4381
H -1.5220 -3.7340 -0.9202 0.1 0.0 -0.1 0.3468
H -1.0265 -4.3078 -2.5312 0.2 0.2 0.3 -0.2180
H -0.1389 -4.8431 -1.0836 0.0 0.1 0.0 0.1979
C -1.8474 -2.1341 -5.4060 -0.4 -1.1 0.6 -0.2945
C -2.3478 -3.3345 -4.6192 -2.7 -6.4 4.1 0.4952
N -2.7629 -4.3303 -3.9665 3.2 7.8 -5.3 -0.6006
H -2.1225 -2.2378 -6.4593 0.0 -0.1 0.2 0.3075
H -2.2925 -1.2171 -5.0103 0.1 -0.3 0.0 -0.1610
H -0.7590 -2.0643 -5.3275 -0.2 -0.1 0.1 0.3066
C 0.6165 -6.8904 -4.1251 0.8 0.1 1.0 -0.3045
C 1.5354 -6.7948 -2.9181 5.0 0.5 6.6 0.3319
N 2.2977 -6.7155 -1.9168 -6.1 -0.7 -7.9 -0.4684
H -0.3775 -6.5142 -3.8676 0.2 0.0 0.0 -0.1613
H 1.0200 -6.2953 -4.9489 0.0 -0.1 0.2 0.3050
H 0.5308 -7.9319 -4.4468 0.0 0.2 0.1 0.2803
C 0.4369 1.0374 8.5701 1.3 -0.1 0.3 -0.4172
C 1.8703 1.0014 9.0745 7.8 -0.2 2.7 0.3635
N 3.0594 0.9714 9.4929 -9.5 0.3 -3.2 -0.5558
H -0.2542 0.8552 9.3977 0.2 0.1 0.0 0.1364
H 0.2198 2.0162 8.1337 0.2 -0.2 0.1 0.1894
H 0.2905 0.2673 7.8078 0.2 0.1 0.1 0.2740
C -2.2592 -7.9280 -1.2822 -0.2 0.0 -1.2 -0.5962
C -2.5563 -7.9945 -2.7714 -1.7 -0.4 -8.1 0.4568
N -2.8028 -8.0497 -4.0067 2.0 0.4 9.9 -0.5189
H -2.0013 -8.9228 -0.9087 0.0 0.1 -0.2 0.3099
H -1.4206 -7.2505 -1.0993 -0.1 -0.1 -0.1 0.1191
H -3.1370 -7.5617 -0.7429 0.1 0.0 -0.2 0.2766
C -2.0333 0.9443 -1.8278 -0.2 -0.1 -1.2 -0.5519
C -2.3304 0.8778 -3.3170 -1.6 -0.3 -7.8 0.4861
N -2.5770 0.8226 -4.5523 1.8 0.6 9.7 -0.6676
H -1.7754 -0.0505 -1.4543 0.1 0.1 -0.2 0.2221
H -1.1948 1.6218 -1.6449 -0.1 -0.1 -0.1 0.1974
H -2.9112 1.3106 -1.2885 0.1 0.0 -0.2 0.2776
C -4.8577 3.8394 -3.0396 0.9 0.0 1.1 -0.6379
C -3.9388 3.9349 -1.8326 4.9 0.5 6.6 0.3519
N -3.1765 4.0142 -0.8314 -6.0 -0.7 -8.0 -0.5045
H -5.8516 4.2155 -2.7821 0.3 0.0 0.0 0.3578
H -4.4541 4.4344 -3.8634 0.0 -0.1 0.4 0.1598
H -4.9434 2.7978 -3.3614 0.1 0.1 0.1 0.2703
C -6.1378 4.1785 -7.3458 0.3 0.8 1.1 -0.5287
C -5.8909 5.0556 -6.1293 1.3 4.9 6.5 0.4362
N -5.6860 5.7831 -5.1200 -1.8 -5.6 -8.2 -0.5608
H -7.0248 4.5264 -7.8824 0.1 0.0 0.2 0.3006
H -5.2759 4.2212 -8.0173 -0.1 0.1 0.2 0.3014
H -6.2944 3.1425 -7.0330 0.0 0.3 0.0 0.0208
C -3.3237 1.8986 10.2086 0.7 0.6 -0.8 -0.7234
C -2.4674 2.6476 9.2006 4.6 4.2 -5.5 0.4321
N -1.7570 3.2689 8.3644 -5.8 -4.9 6.8 -0.4755
H -3.6418 2.5774 11.0048 0.1 0.0 -0.2 0.2711
H -4.2092 1.4895 9.7145 0.2 0.1 0.0 0.2632
H -2.7502 1.0780 10.6482 0.0 0.2 -0.1 0.2754
C 10.2025 1.4757 4.0211 -0.8 -1.0 -0.2 -0.8149
C 9.2645 0.2987 3.8084 -5.0 -6.6 -1.2 0.4929
N 8.4863 -0.6776 3.6320 6.5 7.7 1.5 -0.4618
H 10.1775 1.7877 5.0688 -0.1 -0.1 -0.2 0.2714
H 11.2248 1.1897 3.7589 -0.2 -0.1 0.0 0.3296
H 9.8953 2.3156 3.3919 -0.1 -0.2 0.1 0.2616
C 4.4480 3.6222 11.0335 0.8 1.0 -0.2 -0.5319
C 5.3854 4.8111 10.8984 5.1 6.5 -0.7 0.2795
N 6.1630 5.7973 10.7863 -6.2 -7.9 0.9 -0.4264
H 3.5919 3.8916 11.6582 0.2 0.1 -0.1 0.2613
H 4.0874 3.3178 10.0472 0.1 0.1 0.2 0.1268
H 4.9751 2.7825 11.4947 0.0 0.2 -0.1 0.2656
C -5.5872 -7.1932 -5.7438 -1.0 0.3 -0.7 -0.4473
C -6.8413 -6.8759 -6.5419 -6.9 1.7 -4.4 0.1662
N -7.8816 -6.6126 -7.2040 8.3 -2.1 5.3 -0.4167
H -5.0242 -7.9911 -6.2358 -0.2 0.2 0.1 0.2834
H -4.9556 -6.3035 -5.6724 -0.1 -0.1 0.0 0.1449
H -5.8592 -7.5186 -4.7359 0.0 0.1 -0.2 0.2520
C -5.2613 -0.1959 -8.0674 -1.0 0.7 -0.1 -0.6448
C -6.4656 0.7210 -8.2061 -6.6 4.9 -0.8 0.3848
N -7.4647 1.4816 -8.3212 8.0 -6.1 0.9 -0.5003
H -5.2173 -0.6027 -7.0533 -0.1 0.2 -0.1 0.2277
H -5.3379 -1.0222 -8.7795 -0.1 0.2 0.1 0.3316
H -4.3427 0.3624 -8.2673 -0.2 0.0 0.0 0.2543
C 0.9124 3.0599 -5.7824 -0.7 -0.4 -0.9 -0.6121
C 0.0699 2.5660 -6.9471 -4.6 -2.7 -6.4 0.3803
N -0.6291 2.1563 -7.9133 5.6 3.3 7.7 -0.4824
H 1.9533 2.7538 -5.9191 -0.2 0.0 -0.1 0.2702
H 0.8666 4.1508 -5.7253 -0.1 -0.2 -0.1 0.2609
H 0.5374 2.6382 -4.8458 0.0 0.0 -0.2 0.1821



Number 1: E -187724.9596 eV, Kohn-Sham gap 0.03987 Eh. Number 2: E -217660.0887 eV, Kohn-Sham gap 0.21019 Eh.